Model A:
Below is a structure of composition C30H22BBrF6N10O4Ti, with properties calculated with the ωB97M-V functional and the def2-TZVPD basis.

```
75
Properties=species:S:1:pos:R:3
Ti 0.425 -0.628 0.415
Br 2.963 -0.968 2.638
C 4.164 -0.409 1.253
C 5.497 -0.551 1.546
C 6.465 -0.116 0.632
C 6.066 0.484 -0.529
C 4.694 0.654 -0.832
C 4.327 1.347 -2.001
C 3.004 1.573 -2.260
C 2.016 1.031 -1.425
C 2.274 0.240 -0.308
C 3.668 0.152 0.044
H 5.784 -0.991 2.491
H 7.517 -0.250 0.858
H 6.799 0.865 -1.231
H 5.106 1.721 -2.657
H 2.710 2.153 -3.127
H 1.004 1.286 -1.696
B -1.155 -4.015 -0.307
N -2.112 -2.828 -0.526
C -3.251 -2.862 -1.234
C -4.009 -1.756 -0.898
C -3.216 -1.081 0.041
N -2.078 -1.737 0.249
N 0.345 -3.674 -0.576
C 1.169 -4.613 -1.058
C 2.466 -4.141 -1.011
C 2.337 -2.864 -0.474
N 1.056 -2.590 -0.211
H -1.272 -4.392 0.839
H -1.472 -4.880 -1.088
H -3.454 -3.668 -1.920
H -4.983 -1.481 -1.266
H -3.419 -0.164 0.568
H 0.784 -5.561 -1.391
H 3.368 -4.638 -1.323
H 3.121 -2.158 -0.287
N -1.367 5.035 1.567
C -0.966 3.756 1.303
N -1.712 3.036 0.466
N 0.101 3.298 1.921
C 0.455 2.060 1.779
N 0.785 0.956 1.660
H -1.906 5.478 0.837
H -0.654 5.610 1.982
H -2.444 3.470 -0.076
H -1.358 2.136 0.143
F -4.709 3.870 -0.210
C -3.710 3.656 -1.129
C -3.457 2.337 -1.495
N -2.400 2.057 -2.387
C -1.982 0.689 -2.573
C -1.033 0.223 -1.466
O -0.312 -0.781 -1.656
O -0.968 0.888 -0.398
C -1.685 3.060 -2.983
O -0.801 2.857 -3.817
N -2.032 4.335 -2.602
C -2.980 4.744 -1.596
O -3.024 5.957 -1.275
H -4.006 1.504 -1.091
H -1.463 0.592 -3.524
H -2.852 0.033 -2.567
H -1.481 5.072 -3.003
F 1.181 -3.505 2.357
C 0.165 -2.773 2.863
C -0.203 -1.573 2.262
C -1.277 -0.967 2.909
F -1.767 0.200 2.424
C -1.922 -1.459 4.025
F -2.965 -0.812 4.582
C -1.482 -2.641 4.588
F -2.061 -3.129 5.701
C -0.427 -3.303 3.998
F 0.011 -4.457 4.540
```

**HOMO (spin up / spin down)**: -0.30 / -3.14 eV
**2S+1**: 3
**<S²>**: 2.017
**HOMO-LUMO gap (spin up / spin down)**: 4.55 / 7.38 eV
**Total charge**: -2

Atom charges from the Löwdin analysis, given in e for atoms 1 to 4:
1. Ti 0.931
2. Br 0.909
3. C -0.568
4. C -0.165

=====

Model B:
Below is a structure of composition C30H22BBrF6N10O4Ti, with properties calculated with the ωB97M-V functional and the def2-TZVPD basis.

```
75
Properties=species:S:1:pos:R:3
Ti 0.198 0.590 0.407
Br 3.068 2.504 2.043
C 4.006 0.989 1.343
C 5.248 0.803 1.891
C 6.100 -0.184 1.377
C 5.696 -0.913 0.299
C 4.429 -0.710 -0.292
C 4.099 -1.420 -1.463
C 2.948 -1.117 -2.129
C 2.027 -0.215 -1.574
C 2.178 0.397 -0.329
C 3.489 0.233 0.254
H 5.577 1.440 2.701
H 7.081 -0.329 1.814
H 6.354 -1.653 -0.147
H 4.789 -2.173 -1.829
H 2.718 -1.607 -3.070
H 1.129 -0.022 -2.148
B 1.645 -2.523 1.670
N 0.834 -2.598 0.344
C 0.751 -3.656 -0.471
C -0.182 -3.382 -1.456
C -0.624 -2.095 -1.145
N 0.003 -1.630 -0.065
N 0.944 -1.503 2.595
C 0.366 -1.772 3.771
C 0.050 -0.578 4.394
C 0.476 0.395 3.492
N 1.008 -0.167 2.404
H 2.779 -2.174 1.468
H 1.586 -3.608 2.206
H 1.349 -4.535 -0.290
H -0.490 -4.014 -2.273
H -1.370 -1.501 -1.641
H 0.230 -2.789 4.100
H -0.456 -0.431 5.333
H 0.451 1.462 3.604
N -5.537 -0.215 3.920
C -4.624 -0.369 2.857
N -5.112 -1.065 1.737
N -3.374 0.073 2.996
C -2.456 0.142 2.126
N -1.570 0.218 1.343
H -5.993 -1.090 4.187
H -5.052 0.183 4.710
H -6.053 -0.788 1.480
H -4.492 -0.975 0.944
F 0.349 -1.751 -5.041
C -0.877 -1.430 -4.600
C -1.061 -0.234 -4.006
N -2.291 0.165 -3.557
C -2.421 1.470 -2.919
C -1.845 1.503 -1.484
O -2.419 2.211 -0.677
O -0.785 0.801 -1.328
C -3.395 -0.652 -3.677
O -4.513 -0.347 -3.310
N -3.144 -1.868 -4.277
C -1.937 -2.367 -4.789
O -1.910 -3.463 -5.311
H -0.243 0.449 -3.832
H -3.467 1.748 -2.884
H -1.857 2.203 -3.500
H -3.939 -2.479 -4.369
F -1.113 2.833 2.648
C -0.536 3.441 1.589
C 0.101 2.682 0.612
C 0.585 3.471 -0.431
F 1.180 2.881 -1.499
C 0.507 4.848 -0.495
F 1.020 5.538 -1.538
C -0.113 5.537 0.527
F -0.184 6.883 0.506
C -0.647 4.818 1.578
F -1.267 5.484 2.574
```

**HOMO (spin up / spin down)**: 0.86 / -2.80 eV
**2S+1**: 3
**<S²>**: 2.017
**HOMO-LUMO gap (spin up / spin down)**: 3.40 / 7.06 eV
**Total charge**: -2

Atom charges from the Löwdin analysis, given in e for atoms 1 to 4:
1. Ti 0.895
2. Br 0.824
3. C -0.567
4. C -0.172

=====

According to the calculations, the structures order from most to least stable as model A, model B.

=====

Model A:
Below is the ion C3H5N2O with charge +1, with properties calculated with the ωB97M-V functional and the def2-TZVPD basis.

```
11
Properties=species:S:1:pos:R:3
C -0.625 0.012 0.076
C 1.232 0.074 0.095
C -2.061 -0.022 -0.010
N 0.225 0.863 0.643
N 2.505 0.026 -0.009
O 0.339 -0.850 -0.507
H -2.542 0.628 -0.806
H -2.589 0.315 0.947
H -2.411 -0.971 -0.166
H 3.126 0.840 0.140
H 2.801 -0.914 -0.403
```

**HOMO**: -16.21 eV
**HOMO-LUMO gap**: 10.36 eV
**Total charge**: +1

Atom charges from the natural (NBO) analysis, given in e for atoms 1 to 4:
1. C 0.721
2. C 0.807
3. C -0.760
4. N -0.494

=====

Model B:
Below is a structure of composition C3H5N2O, with properties calculated with the ωB97M-V functional and the def2-TZVPD basis.

```
11
Properties=species:S:1:pos:R:3
C -0.274 -0.152 -1.166
C 1.265 -0.349 0.517
C -0.514 0.430 1.097
N 0.963 -0.409 -0.815
N -1.050 0.241 -0.192
O 2.072 -0.652 1.282
H -0.671 -0.343 -2.139
H -0.967 -0.286 1.928
H -0.491 1.398 1.621
H 1.637 -0.665 -1.673
H -1.971 0.786 -0.460
```

**HOMO**: -14.62 eV
**HOMO-LUMO gap**: 9.56 eV
**Total charge**: +1

Atom charges from the natural (NBO) analysis, given in e for atoms 1 to 4:
1. C 0.405
2. C 0.757
3. C -0.386
4. N -0.620

=====

Model C:
Below is a cluster of 2 separate species, C3H5N2O in total, with properties calculated with the ωB97M-V functional and the def2-TZVPD basis.

```
11
Properties=species:S:1:pos:R:3
C -3.304 0.695 -0.010
C -2.370 -0.016 0.100
C 1.275 -0.298 0.528
N 2.368 0.168 -0.028
N 0.275 -0.571 -0.306
O -0.693 -1.167 0.229
H -4.189 1.225 -0.176
H 1.031 -0.585 1.623
H 2.982 0.788 0.381
H 2.338 0.123 -0.974
H 0.287 -0.363 -1.367
```

**HOMO (spin up / spin down)**: -14.95 / -14.80 eV
**HOMO-LUMO gap (spin up / spin down)**: 8.23 / 8.48 eV
**Total charge**: +1

Atom charges from the natural (NBO) analysis, given in e for atoms 1 to 4:
1. C -0.295
2. C 0.180
3. C 0.375
4. N -0.671

=====

Model D:
Below is the ion C3H5N2O with charge +1, with properties calculated with the ωB97M-V functional and the def2-TZVPD basis.

```
11
Properties=species:S:1:pos:R:3
C -1.136 -0.348 1.244
N -0.235 -0.126 0.261
C 0.605 0.765 -0.145
C 1.282 0.317 -1.445
N 0.705 -0.736 -1.804
O -0.016 -1.300 -0.955
H -0.686 -1.076 2.012
H -1.217 0.684 1.633
H -2.138 -0.729 0.949
H 0.737 1.673 0.307
H 2.098 0.874 -2.056
```

**HOMO**: -16.32 eV
**HOMO-LUMO gap**: 10.52 eV
**Total charge**: +1
**Structure (SMILES)**: C[n+]1ccno1

Atom charges from the natural (NBO) analysis, given in e for atoms 1 to 4:
1. C -0.461
2. N -0.042
3. C 0.146
4. C -0.055

=====

According to the calculations, the structures order from most to least stable as model A, model B, model D, model C.